1.
Density functional theory data (wB97M-V/def2-TZVPD) for a molecular structure, C28H41BCl3N10OPZr.

Element x y z (Å)
Zr 0.157 0.461 0.101
C -4.163 0.860 0.434
C -3.095 0.174 -0.100
N -1.977 0.428 0.606
N -2.320 1.303 1.604
C -3.630 1.557 1.511
B -1.305 1.664 2.796
N -0.140 2.608 2.253
C 0.256 3.787 2.729
C 1.351 4.241 1.997
C 1.583 3.255 1.070
N 0.688 2.251 1.221
N -0.633 0.311 3.179
C -0.721 -0.454 4.274
C -0.042 -1.643 4.051
C 0.434 -1.535 2.765
N 0.090 -0.357 2.214
N -2.036 2.383 3.865
C -2.695 3.583 3.758
C -3.190 3.900 4.987
C -2.791 2.824 5.812
N -2.095 1.919 5.154
H -5.192 0.839 0.117
H -3.069 -0.498 -0.946
H -4.116 2.184 2.241
H -0.250 4.233 3.571
H 1.900 5.156 2.143
H 2.334 3.206 0.299
H -1.251 -0.078 5.134
H 0.087 -2.460 4.741
H 1.039 -2.243 2.219
H -2.752 4.121 2.823
H -3.759 4.771 5.262
H -2.983 2.683 6.865
Cl -0.119 4.500 -6.066
C -0.003 3.361 -4.873
C -0.627 3.632 -3.609
C -0.532 2.696 -2.641
Cl -1.236 2.900 -1.080
C 0.173 1.458 -2.857
O 0.250 0.601 -1.901
C 0.780 1.216 -4.147
Cl 1.556 -0.262 -4.406
C 0.695 2.156 -5.128
H -1.154 4.565 -3.459
H 1.144 1.986 -6.097
C 4.876 -0.026 2.393
C 3.369 -0.081 2.129
P 2.896 -0.084 0.365
C 4.008 1.164 -0.386
C 3.592 1.803 -1.710
C 3.471 -1.696 -0.254
C 3.412 -1.891 -1.767
H 5.055 -0.115 3.464
H 5.321 0.913 2.070
H 5.414 -0.843 1.912
H 2.852 0.753 2.608
H 2.943 -0.986 2.564
H 4.970 0.656 -0.488
H 4.159 1.930 0.376
H 3.691 1.113 -2.548
H 4.213 2.673 -1.920
H 2.554 2.151 -1.690
H 2.900 -2.473 0.267
H 4.499 -1.787 0.108
H 2.407 -1.730 -2.161
H 3.706 -2.909 -2.019
H 4.107 -1.222 -2.278
C -0.783 -3.941 -3.308
C -0.658 -3.732 -1.803
C 0.446 -4.610 -1.228
C -1.991 -4.011 -1.114
N -0.235 -2.302 -1.673
N -0.223 -1.842 -0.305
H -1.011 -4.983 -3.528
H 0.147 -3.681 -3.815
H -1.594 -3.335 -3.724
H 0.206 -5.662 -1.385
H 0.555 -4.492 -0.143
H 1.404 -4.405 -1.708
H -2.334 -5.019 -1.349
H -2.768 -3.321 -1.457
H -1.930 -3.970 -0.021
H -0.909 -1.723 -2.167
H 0.528 -2.368 0.142
H -1.068 -2.128 0.205

Expectation value of S²: 0.77
Relative energy (zero: lowest compared OMol25 entry of this formula, charge and spin), eV: 0.000
Charge: +3
LUMO level (alpha / beta), eV: -9.284 / -11.835
Gap between HOMO and LUMO (alpha / beta), eV: 6.93 / 4.38
Multiplicity: 2
Calculated total energy, eV: -95442.98053

=====

2.
Density functional theory data (wB97M-V/def2-TZVPD) for 2 unconnected molecules or ions with the total composition C7H14N2.

Element x y z (Å)
C 3.543 0.436 -1.777
C 0.759 -0.781 -3.687
C 2.316 -0.254 -2.313
C 1.511 -1.134 -1.671
N 1.790 0.007 -3.558
N 0.606 -1.628 -2.613
H 0.121 -0.962 -4.551
H -0.316 -1.934 -2.342
H 1.476 -1.599 -0.698
H 3.794 0.343 -0.728
H 3.549 1.510 -1.988
H 4.323 -0.096 -2.345
C -2.421 -0.042 2.569
C -3.009 1.211 1.848
C -1.112 0.300 3.231
H -3.069 -0.294 3.403
H -2.341 -0.865 1.855
H -4.090 1.068 1.750
H -0.771 -0.347 4.045
H -2.644 1.430 0.837
H -2.792 2.054 2.502
H -0.205 0.235 2.610
H -1.018 1.343 3.621

Relative energy (zero: lowest compared OMol25 entry of this formula, charge and spin), eV: 0.729
LUMO level, eV: 0.666
Gap between HOMO and LUMO, eV: 9.34
SMILES string: Cc1c[nH]cn1.CCC
Multiplicity: 1
Calculated total energy, eV: -10465.63782